No. 1
DFT (the ωB97M-V functional and the def2-TZVPD basis) results for a 3-piece molecular cluster, C7H15N overall in a non-equilibrium geometry.

Values from the calculation:
Total charge ... 0
HOMO level ... -6.98 eV
Energy above the lowest of the compared OMol25 structures with the same formula, charge and spin ... 749.51 kJ/mol
HOMO-LUMO gap ... 5.885 eV

Element x y z (Å)
N (1.88530, 0.53790, -1.45616)
C (1.09851, -0.81979, 1.11865)
C (-1.39622, -0.45443, 1.29143)
C (-0.09701, 0.04593, 1.72507)
C (0.63095, -0.23651, -1.32930)
C (0.83440, -1.37120, -0.29438)
C (-2.81535, -0.19328, -0.83537)
C (-2.24546, -0.73491, 0.30559)
H (1.65596, -2.00397, -0.66064)
H (1.14732, 3.80939, 0.76798)
H (1.71839, 1.27798, -2.11513)
H (-2.79724, -2.11057, 0.42720)
H (-0.08729, 0.12981, 2.86384)
H (0.33387, -0.60695, -2.31017)
H (1.10063, -1.68565, 1.83214)
H (1.97547, 1.05881, -0.55168)
H (0.12239, 1.11294, 1.32826)
H (2.03171, -0.22430, 1.42137)
H (-3.37839, -0.88874, -1.45768)
H (1.46502, 4.02011, 0.10316)
H (-0.12542, -1.88130, -0.20502)
H (-2.82287, 0.85340, -1.04186)
H (-0.23470, 0.36535, -0.92731)

What are the natural (NBO) partial charges on each atom? They are as follows, in elementary charge units: atom 1 (N): -0.8253, atom 2 (C): -0.3894, atom 3 (C): 0.1409, atom 4 (C): -0.5365, atom 5 (C): -0.2185, atom 6 (C): -0.4218, atom 7 (C): -0.4859, atom 8 (C): -0.3307, atom 9 (H): 0.2255, atom 10 (H): -0.0046, atom 11 (H): 0.3514, atom 12 (H): 0.2631, atom 13 (H): 0.2220, atom 14 (H): 0.1972, atom 15 (H): 0.2133, atom 16 (H): 0.3395, atom 17 (H): 0.2432, atom 18 (H): 0.2200, atom 19 (H): 0.2073, atom 20 (H): 0.0042, atom 21 (H): 0.2176, atom 22 (H): 0.2010, atom 23 (H): 0.1666

No. 2
DFT (the ωB97M-V functional and the def2-TZVPD basis) results for a 2-piece molecular cluster, C7H15N overall.

Values from the calculation:
Total charge ... 0
HOMO level ... -8.67 eV
Energy above the lowest of the compared OMol25 structures with the same formula, charge and spin ... 168.55 kJ/mol
Structure (SMILES) ... C[C@H]1C[C@@]1(C)N.C=C
HOMO-LUMO gap ... 9.759 eV

Element x y z (Å)
N (-0.86001, 1.42132, 0.69120)
C (-0.92305, 0.58257, -0.47152)
C (-0.79142, -0.92956, -0.36810)
C (2.47073, -0.24315, 1.24596)
C (-2.12462, -0.28794, -0.66439)
C (2.48422, 0.27331, 0.03626)
C (-0.58688, -1.61807, 0.96380)
C (-0.35418, 1.28407, -1.68561)
H (0.21108, -2.35572, 0.88840)
H (2.39537, -0.33286, -0.84502)
H (0.10152, 1.52593, 0.99932)
H (-0.36081, 0.62764, -2.54758)
H (2.57613, 0.36729, 2.12967)
H (-2.86918, -0.30627, 0.11891)
H (0.67187, 1.60094, -1.49641)
H (2.36874, -1.30120, 1.41309)
H (-0.31400, -0.90190, 1.74557)
H (-1.40498, 1.03377, 1.45280)
H (-0.95018, 2.17134, -1.90707)
H (2.61033, 1.33229, -0.12495)
H (-1.49605, -2.13606, 1.28318)
H (-2.54255, -0.38083, -1.65554)
H (-0.31206, -1.42693, -1.20198)

What are the natural (NBO) partial charges on each atom? They are as follows, in elementary charge units: atom 1 (N): -0.8224, atom 2 (C): 0.1165, atom 3 (C): -0.2516, atom 4 (C): -0.3864, atom 5 (C): -0.4271, atom 6 (C): -0.3900, atom 7 (C): -0.6163, atom 8 (C): -0.5958, atom 9 (H): 0.2129, atom 10 (H): 0.1964, atom 11 (H): 0.3617, atom 12 (H): 0.2046, atom 13 (H): 0.1923, atom 14 (H): 0.2059, atom 15 (H): 0.2027, atom 16 (H): 0.1942, atom 17 (H): 0.2056, atom 18 (H): 0.3583, atom 19 (H): 0.2167, atom 20 (H): 0.1918, atom 21 (H): 0.2071, atom 22 (H): 0.2144, atom 23 (H): 0.2083

No. 3
DFT (the ωB97M-V functional and the def2-TZVPD basis) results for a 2-piece molecular cluster, C7H15N overall in a non-equilibrium geometry.

Values from the calculation:
Total charge ... +1
<S²> ... 0.76
HOMO level (spin up / spin down) ... -12.82 / -12.83 eV
Energy above the lowest of the compared OMol25 structures with the same formula, charge and spin ... 582.68 kJ/mol
2S+1 ... 2
HOMO-LUMO gap (spin up / spin down) ... 5.481 / 5.778 eV

Element x y z (Å)
N (-2.87262, 0.76431, 0.25096)
C (-1.32528, -1.08611, -0.28349)
C (0.66874, 0.14114, -1.42936)
C (-1.73410, -0.01887, 0.73730)
C (-0.73213, -0.57510, -1.59481)
C (2.11370, -0.47876, 0.55212)
C (1.56408, -0.70273, -0.67957)
C (2.55075, 0.89089, 1.06669)
H (-0.51342, -1.66019, 0.17897)
H (-1.40727, 0.09261, -2.15578)
H (-2.19240, -1.72959, -0.45910)
H (2.43510, 0.89560, 2.14296)
H (2.56452, -1.24889, 1.20535)
H (-0.84827, 0.59590, 0.93757)
H (0.89846, -0.92878, 1.62336)
H (-0.53070, -1.42171, -2.25697)
H (-2.55633, 1.39843, -0.48276)
H (0.48683, 1.10813, -0.93267)
H (1.03161, 0.39347, -2.44141)
H (-2.00348, -0.53951, 1.64861)
H (3.59470, 1.04086, 0.80535)
H (-3.24155, 1.35023, 0.98518)
H (2.04905, 1.71865, 0.58155)

What are the natural (NBO) partial charges on each atom? They are as follows, in elementary charge units: atom 1 (N): -0.8176, atom 2 (C): -0.4084, atom 3 (C): -0.6427, atom 4 (C): -0.2202, atom 5 (C): -0.3559, atom 6 (C): -0.5504, atom 7 (C): 0.6286, atom 8 (C): -0.6288, atom 9 (H): 0.1774, atom 10 (H): 0.2455, atom 11 (H): 0.2543, atom 12 (H): 0.2489, atom 13 (H): 0.2972, atom 14 (H): 0.1361, atom 15 (H): 0.4042, atom 16 (H): 0.2324, atom 17 (H): 0.3492, atom 18 (H): 0.2603, atom 19 (H): 0.3165, atom 20 (H): 0.2120, atom 21 (H): 0.2556, atom 22 (H): 0.3751, atom 23 (H): 0.2307

No. 4
DFT (the ωB97M-V functional and the def2-TZVPD basis) results for an isolated ion of composition C7H15N2O and charge +1 in a non-equilibrium geometry.

Values from the calculation:
Total charge ... +1
HOMO level ... -13.57 eV
Energy above the lowest of the compared OMol25 structures with the same formula, charge and spin ... 366.72 kJ/mol
Structure (SMILES) ... CC(C)=C1[NH2+][C@@H](O)N[C@H]1C
HOMO-LUMO gap ... 10.539 eV

Element x y z (Å)
O (2.83343, -0.96555, -0.88703)
N (2.10920, 0.33766, 0.98922)
N (0.90343, -1.56169, 0.13145)
C (-2.05227, 1.00612, 0.06772)
C (-2.02580, -1.62498, -0.09867)
C (1.10816, 1.93836, -0.67990)
C (0.00616, -0.31075, 0.30202)
C (-1.28702, -0.33089, 0.06311)
C (2.28602, -1.01702, 0.37980)
C (1.00800, 1.08180, 0.58610)
H (2.60502, -1.70525, 1.15513)
H (0.56571, 1.59563, 1.45006)
H (0.52156, -2.36050, 0.54791)
H (2.20047, 2.14263, -0.84913)
H (3.62369, -0.40414, -1.08296)
H (0.59587, 2.89493, -0.65210)
H (-1.98235, 1.31645, -0.98810)
H (-2.20013, -1.84368, -1.07621)
H (-1.55791, -2.49979, 0.42494)
H (-1.41192, 1.57063, 0.74521)
H (-3.16285, 0.76105, 0.38165)
H (0.76056, -1.75652, -0.87867)
H (2.26081, 0.17769, 2.02352)
H (0.83432, 1.42511, -1.49784)
H (-2.91064, -1.46892, 0.34168)

What are the natural (NBO) partial charges on each atom? They are as follows, in elementary charge units: atom 1 (O): -0.7273, atom 2 (N): -0.6408, atom 3 (N): -0.5728, atom 4 (C): -0.6320, atom 5 (C): -0.6372, atom 6 (C): -0.6360, atom 7 (C): 0.0792, atom 8 (C): 0.0480, atom 9 (C): 0.4114, atom 10 (C): -0.0271, atom 11 (H): 0.1870, atom 12 (H): 0.2380, atom 13 (H): 0.4385, atom 14 (H): 0.2337, atom 15 (H): 0.5370, atom 16 (H): 0.2422, atom 17 (H): 0.2429, atom 18 (H): 0.2361, atom 19 (H): 0.1944, atom 20 (H): 0.2290, atom 21 (H): 0.2449, atom 22 (H): 0.4565, atom 23 (H): 0.4033, atom 24 (H): 0.2145, atom 25 (H): 0.2369